Formula: C3H8O2
Source: the Open Molecules 2025 dataset
Level of theory: ωB97M-V/def2-TZVPD

Output
* DFT total energy: -269.4041 Ha
* frontier orbital gap (spin up / spin down): 9.17 / 6.53 eV
* E_HOMO (spin up / spin down): -8.6 / -6.2 eV
* max |F|: 4.53 eV/A

Structure (ORCA input):
```
! RIJCOSX wB97M-V def2-TZVPD def2/J DEFGRID3
* xyz 0 1
H -1.75339 1.28523 0.17438
H -3.11110 0.01471 -0.18683
H 0.75276 -1.58192 0.60747
H -0.17283 -1.50073 -0.91007
C 0.75028 -1.21590 -0.31772
H -2.23099 -0.19697 1.15699
H 1.77638 0.43447 1.57149
H 1.63031 -1.66430 -0.85244
H 1.61192 1.71233 -1.00648
C -2.37033 0.46811 0.31924
C 0.95718 0.23381 -0.19371
O 1.18768 0.96386 0.96518
O 0.97215 1.04731 -1.32751
*
```

The computed natural (NBO) charges, all in e, follow: atom 1 (H): 0.183, atom 2 (H): 0.159, atom 3 (H): 0.212, atom 4 (H): 0.229, atom 5 (C): -0.690, atom 6 (H): 0.148, atom 7 (H): 0.482, atom 8 (H): 0.206, atom 9 (H): 0.479, atom 10 (C): -0.496, atom 11 (C): 0.501, atom 12 (O): -0.719, atom 13 (O): -0.694



Formula: C3H8O2Ru
Source: the Open Molecules 2025 dataset
Level of theory: ωB97M-V/def2-TZVPD

Output
* DFT total energy: -363.8974 Ha
* frontier orbital gap (spin up / spin down): 8.42 / 8.05 eV
* E_HOMO (spin up / spin down): -13.0 / -14.4 eV
* max |F|: 4.47 eV/A

Structure (ORCA input):
```
! RIJCOSX wB97M-V def2-TZVPD def2/J DEFGRID3
* xyz 1 6
C 1.94109 0.15812 0.15585
O -0.74561 0.28721 0.20492
H -1.03089 1.87800 0.64965
H -2.69043 0.05070 -0.76436
H 2.05203 0.36541 1.24068
H -2.50615 -0.32672 0.89963
H -1.74787 -1.36692 -0.48546
H 2.79173 -0.48840 -0.13756
C 0.65471 -0.63888 -0.06024
O 1.94647 1.34753 -0.57898
C -1.97205 -0.38247 -0.05523
H 0.52838 -1.36336 0.75944
H 0.65702 -1.25118 -0.97636
Ru 0.12156 1.73097 -0.85199
*
```

The computed natural (NBO) charges, all in e, follow: atom 1 (C): -0.155, atom 2 (O): -0.627, atom 3 (H): -0.077, atom 4 (H): 0.221, atom 5 (H): 0.214, atom 6 (H): 0.232, atom 7 (H): 0.217, atom 8 (H): 0.247, atom 9 (C): -0.157, atom 10 (O): -0.667, atom 11 (C): -0.290, atom 12 (H): 0.254, atom 13 (H): 0.239, atom 14 (Ru): 1.350



Formula: C3H8O2S
Source: the Open Molecules 2025 dataset
Level of theory: ωB97M-V/def2-TZVPD

Output
* DFT total energy: -667.6664 Ha
* frontier orbital gap: 8.65 eV
* E_HOMO: -9.7 eV
* max |F|: 4.08 eV/A

Structure (ORCA input):
```
! RIJCOSX wB97M-V def2-TZVPD def2/J DEFGRID3
* xyz 0 1
H -1.09885 -0.15328 0.87351
O 0.52360 3.03119 0.17459
H 0.97590 3.54873 -0.49581
C -0.70565 -0.45082 -0.10032
H -0.50495 0.40847 -0.73558
S 1.80973 0.06448 1.05750
H 1.01700 2.20586 0.27490
O -1.51261 -1.00988 -2.24983
H -1.64881 -2.39344 -0.85679
C -1.40573 -1.33497 -1.09522
C 0.63950 -1.14266 0.35163
H 0.35187 0.81210 2.05166
H 1.03578 -1.75500 -0.44711
H 0.52323 -1.83079 1.19689
*
```

The computed natural (NBO) charges, all in e, follow: atom 1 (H): 0.237, atom 2 (O): -0.962, atom 3 (H): 0.470, atom 4 (C): -0.528, atom 5 (H): 0.247, atom 6 (S): -0.027, atom 7 (H): 0.478, atom 8 (O): -0.505, atom 9 (H): 0.113, atom 10 (C): 0.430, atom 11 (C): -0.534, atom 12 (H): 0.131, atom 13 (H): 0.234, atom 14 (H): 0.217



Formula: C3H8O2S
Source: the Open Molecules 2025 dataset
Level of theory: ωB97M-V/def2-TZVPD

Output
* DFT total energy: -667.6912 Ha
* frontier orbital gap: 8.97 eV
* E_HOMO: -9.4 eV
* max |F|: 4.95 eV/A

Structure (ORCA input):
```
! RIJCOSX wB97M-V def2-TZVPD def2/J DEFGRID3
* xyz 0 1
S 1.68354 0.30441 -1.26753
H -0.27376 -0.73288 0.59868
H -2.49336 0.81809 0.68001
C -0.81706 -0.37642 -0.28829
H 2.61259 -0.82547 2.23310
O -3.09490 -0.82212 -0.35184
H -0.48667 0.95889 -1.90408
C -2.25420 -0.04856 0.03394
H -0.86386 -1.23295 -0.97471
H -0.14991 1.68653 -0.34455
H 1.90437 1.15672 0.24502
O 1.93998 -0.96547 1.55407
H 2.33955 -0.68670 0.70286
C -0.04630 0.76594 -0.91668
*
```

The computed natural (NBO) charges, all in e, follow: atom 1 (S): -0.056, atom 2 (H): 0.260, atom 3 (H): 0.114, atom 4 (C): -0.542, atom 5 (H): 0.471, atom 6 (O): -0.510, atom 7 (H): 0.216, atom 8 (C): 0.436, atom 9 (H): 0.230, atom 10 (H): 0.216, atom 11 (H): 0.162, atom 12 (O): -0.963, atom 13 (H): 0.481, atom 14 (C): -0.515



Formula: C3H8O2S2
Source: the Open Molecules 2025 dataset
Level of theory: ωB97M-V/def2-TZVPD

Output
* DFT total energy: -1065.9386 Ha
* frontier orbital gap: 9.50 eV
* SMILES: O=CCCSS.O
* E_HOMO: -9.3 eV
* max |F|: 1.56 eV/A

Structure (ORCA input):
```
! RIJCOSX wB97M-V def2-TZVPD def2/J DEFGRID3
* xyz 0 1
H 1.04666 -1.21387 -0.28274
H -0.93143 0.62082 1.02247
O -0.99328 -3.98049 -0.67857
H -0.86659 -4.36158 -1.54608
C -0.42440 -0.34995 0.97183
C 0.57437 -0.23223 -0.18029
H -0.07548 -0.61507 1.96800
H 0.04761 -0.04008 -1.11141
S 1.83221 1.00480 -0.10345
H 0.59552 2.78234 1.32301
H -1.85406 -3.53730 -0.76415
C -1.55114 -1.30423 0.63890
H -1.81176 -2.13927 1.29298
O -2.24702 -1.19028 -0.33930
S 0.60451 2.76863 -0.02900
*
```

The computed natural (NBO) charges, all in e, follow: atom 1 (H): 0.242, atom 2 (H): 0.245, atom 3 (O): -0.948, atom 4 (H): 0.470, atom 5 (C): -0.532, atom 6 (C): -0.566, atom 7 (H): 0.222, atom 8 (H): 0.239, atom 9 (S): 0.137, atom 10 (H): 0.134, atom 11 (H): 0.479, atom 12 (C): 0.453, atom 13 (H): 0.122, atom 14 (O): -0.547, atom 15 (S): -0.148



Formula: C3H8O2S2
Source: the Open Molecules 2025 dataset
Level of theory: ωB97M-V/def2-TZVPD

Output
* DFT total energy: -1065.6990 Ha
* frontier orbital gap: 4.39 eV
* E_HOMO: -9.1 eV
* max |F|: 3.35 eV/A

Structure (ORCA input):
```
! RIJCOSX wB97M-V def2-TZVPD def2/J DEFGRID3
* xyz 0 1
H -0.34895 -0.66375 -0.47318
H -0.06458 0.30831 1.19903
H 5.89592 0.21172 1.26054
H -1.56292 2.08277 0.50664
C -0.82168 0.01036 0.47650
C -1.34873 -1.33094 0.06926
C -1.73469 1.13779 -0.06929
S 2.87272 -0.10754 0.10531
O -2.01388 -1.55002 -0.97963
O 5.89255 0.31437 0.30181
H 4.95009 0.35325 0.05113
H -3.55620 -0.39709 -0.64983
H -1.05184 -2.21875 0.62894
S -3.52408 0.79892 -0.05357
H -1.41754 1.41976 -1.09482
*
```

The computed natural (NBO) charges, all in e, follow: atom 1 (H): 0.314, atom 2 (H): 0.259, atom 3 (H): 0.469, atom 4 (H): 0.245, atom 5 (C): -0.405, atom 6 (C): 0.269, atom 7 (C): -0.563, atom 8 (S): -0.021, atom 9 (O): -0.620, atom 10 (O): -0.911, atom 11 (H): 0.448, atom 12 (H): 0.173, atom 13 (H): 0.169, atom 14 (S): -0.054, atom 15 (H): 0.230



Formula: C3H8O2Sc
Source: the Open Molecules 2025 dataset
Level of theory: ωB97M-V/def2-TZVPD

Output
* DFT total energy: -1030.1230 Ha
* frontier orbital gap (spin up / spin down): 6.13 / 6.79 eV
* E_HOMO (spin up / spin down): -6.1 / -7.4 eV
* max |F|: 5.73 eV/A

Structure (ORCA input):
```
! RIJCOSX wB97M-V def2-TZVPD def2/J DEFGRID3
* xyz 0 2
O 0.18569 -2.63423 0.55250
H -0.32724 1.35626 -1.24615
Sc 1.64587 -1.26596 0.64803
C 0.26112 -0.75158 -1.43798
H 0.56408 1.54732 2.30813
O 0.46584 0.64386 0.50087
H 0.42068 -1.75341 -1.85877
H -0.41005 2.42472 1.04395
C -0.14901 1.44756 1.48039
C -0.33543 0.40645 -0.68252
H -1.07001 0.98672 1.87404
H 0.59925 -0.31247 -2.39250
H -0.47556 -2.31889 -0.42868
H -1.37523 0.22364 -0.36130
*
```

The computed natural (NBO) charges, all in e, follow: atom 1 (O): -1.196, atom 2 (H): 0.192, atom 3 (Sc): 1.331, atom 4 (C): -1.084, atom 5 (H): 0.197, atom 6 (O): -0.638, atom 7 (H): 0.281, atom 8 (H): 0.185, atom 9 (C): -0.258, atom 10 (C): -0.087, atom 11 (H): 0.186, atom 12 (H): 0.216, atom 13 (H): 0.504, atom 14 (H): 0.172



Formula: C3H8O3
Source: the Open Molecules 2025 dataset
Level of theory: ωB97M-V/def2-TZVPD

Output
* DFT total energy: -344.6998 Ha
* frontier orbital gap: 10.43 eV
* SMILES: OCC(O)CO
* E_HOMO: -10.0 eV
* max |F|: 5.73 eV/A

Structure (ORCA input):
```
! RIJCOSX wB97M-V def2-TZVPD def2/J DEFGRID3
* xyz 0 1
H 1.45860 -0.56838 -1.47230
H -0.80464 -1.40031 -1.04025
H -2.19840 0.62286 0.28049
C -1.40398 0.01618 0.57043
C 0.08026 0.81621 0.36229
H 0.88869 -1.09013 1.33733
C 1.22237 -0.20530 0.58395
H -0.15304 0.71671 -1.73975
H 2.10229 0.32481 0.82979
H -1.40676 -0.54831 1.60299
H 0.31930 1.82764 0.80879
O 1.38920 -1.09074 -0.54298
O -1.65796 -0.87368 -0.64231
O 0.16406 1.45244 -0.93847
*
```

The computed natural (NBO) charges, all in e, follow: atom 1 (H): 0.467, atom 2 (H): 0.488, atom 3 (H): 0.204, atom 4 (C): -0.082, atom 5 (C): 0.032, atom 6 (H): 0.193, atom 7 (C): -0.091, atom 8 (H): 0.456, atom 9 (H): 0.178, atom 10 (H): 0.185, atom 11 (H): 0.220, atom 12 (O): -0.745, atom 13 (O): -0.776, atom 14 (O): -0.728



Formula: C3H8O3
Source: the Open Molecules 2025 dataset
Level of theory: ωB97M-V/def2-TZVPD

Output
* DFT total energy: -344.7937 Ha
* frontier orbital gap: 10.90 eV
* SMILES: O=CCCO.O
* E_HOMO: -10.1 eV
* max |F|: 1.92 eV/A

Structure (ORCA input):
```
! RIJCOSX wB97M-V def2-TZVPD def2/J DEFGRID3
* xyz 0 1
H 0.71175 -0.14359 2.11472
C -0.16918 -0.54534 1.62294
H 0.82558 -1.01888 -0.72217
H -0.96305 -2.13495 0.47817
C 0.03523 -1.83459 0.84983
H -0.15204 2.46234 -3.26036
O 0.21211 1.71146 -2.77291
H 0.19788 -2.69553 1.49227
O -0.43049 1.63874 0.58891
H 0.53273 2.04336 -1.94558
H -1.51388 0.07501 -0.01860
H -1.00944 -0.63276 2.31952
C -0.73612 0.49088 0.64884
O 0.99255 -1.76533 -0.15093
*
```

The computed natural (NBO) charges, all in e, follow: atom 1 (H): 0.231, atom 2 (C): -0.540, atom 3 (H): 0.470, atom 4 (H): 0.149, atom 5 (C): -0.062, atom 6 (H): 0.474, atom 7 (O): -0.950, atom 8 (H): 0.193, atom 9 (O): -0.522, atom 10 (H): 0.476, atom 11 (H): 0.100, atom 12 (H): 0.235, atom 13 (C): 0.444, atom 14 (O): -0.699



Formula: C3H8O3S
Source: the Open Molecules 2025 dataset
Level of theory: ωB97M-V/def2-TZVPD

Output
* DFT total energy: -743.0166 Ha
* frontier orbital gap: 9.73 eV
* SMILES: O=C(O)CCS.O
* E_HOMO: -9.3 eV
* max |F|: 1.95 eV/A

Structure (ORCA input):
```
! RIJCOSX wB97M-V def2-TZVPD def2/J DEFGRID3
* xyz 0 1
S -1.99821 1.84133 0.22709
O 1.90526 -0.03519 0.53878
H -1.05157 2.05623 -0.70439
H -0.28565 -0.31516 -0.64833
C -1.19764 0.47825 1.15198
H -2.01097 0.06139 1.73799
H 0.78660 -0.80645 -2.61319
C -0.39200 -0.58960 0.40265
H -0.52506 0.96700 1.85702
O 0.35036 -0.23514 -3.22050
H -0.93281 -1.51409 0.33436
H 0.55495 0.66357 -3.05303
H 2.73430 -0.18269 0.98772
C 0.93775 -0.81126 1.04547
O 1.12468 -1.57819 1.95639
*
```

The computed natural (NBO) charges, all in e, follow: atom 1 (S): -0.030, atom 2 (O): -0.688, atom 3 (H): 0.115, atom 4 (H): 0.233, atom 5 (C): -0.498, atom 6 (H): 0.233, atom 7 (H): 0.471, atom 8 (C): -0.536, atom 9 (H): 0.214, atom 10 (O): -0.939, atom 11 (H): 0.244, atom 12 (H): 0.472, atom 13 (H): 0.500, atom 14 (C): 0.790, atom 15 (O): -0.582



Formula: C3H8O3Y
Source: the Open Molecules 2025 dataset
Level of theory: ωB97M-V/def2-TZVPD

Output
* DFT total energy: -382.3633 Ha
* frontier orbital gap (spin up / spin down): 5.76 / 5.00 eV
* E_HOMO (spin up / spin down): -16.9 / -16.9 eV
* max |F|: 2.48 eV/A

Structure (ORCA input):
```
! RIJCOSX wB97M-V def2-TZVPD def2/J DEFGRID3
* xyz 2 2
O 1.10083 1.55329 -0.48283
C 1.48339 0.18800 -0.23404
H -2.07427 -1.96696 -1.53709
O -0.34792 3.21275 2.79598
O -0.41674 -1.03720 -0.82796
H -2.36428 -0.89595 -0.12626
H 1.80590 -0.24843 -1.18756
H 2.32100 0.13466 0.46841
Y 0.45659 3.22994 0.86632
H -0.44041 0.17764 0.84304
C -1.67167 -1.62602 -0.57674
H 0.90915 1.61521 -1.45492
C 0.24565 -0.52156 0.33477
H 0.56501 -1.32656 1.01756
H -1.57225 -2.48883 0.10131
*
```

The computed Mulliken charges, all in e, follow: atom 1 (O): -0.463, atom 2 (C): -0.452, atom 3 (H): 0.253, atom 4 (O): -0.363, atom 5 (O): -0.314, atom 6 (H): 0.300, atom 7 (H): 0.375, atom 8 (H): 0.323, atom 9 (Y): 2.013, atom 10 (H): 0.014, atom 11 (C): -0.692, atom 12 (H): 0.389, atom 13 (C): -0.118, atom 14 (H): 0.429, atom 15 (H): 0.304



Formula: C3H8O6
Source: the Open Molecules 2025 dataset
Level of theory: ωB97M-V/def2-TZVPD

Output
* DFT total energy: -570.4439 Ha
* frontier orbital gap: 8.82 eV
* E_HOMO: -8.4 eV
* max |F|: 6.06 eV/A

Structure (ORCA input):
```
! RIJCOSX wB97M-V def2-TZVPD def2/J DEFGRID3
* xyz 0 1
H 2.27291 0.79103 -1.08765
H 0.56240 -0.19324 1.83657
O -1.10677 1.62399 -0.90430
H 2.65089 -1.13068 1.42641
O 1.73748 0.86735 -0.28073
C 0.52370 -0.79659 0.93953
O 1.97919 -1.69741 1.01942
O -1.68690 0.82686 1.15318
H -2.51990 1.28413 0.94143
H -0.16867 -1.62537 0.91046
H -2.48169 -0.05747 -1.26051
H -0.45808 2.24993 -0.54818
C 0.84490 -0.14345 -0.30517
C -1.07856 0.49543 -0.05214
O 0.80242 -0.78248 -1.49033
O -1.79535 -0.50561 -0.73844
H -0.07797 -1.20642 -1.55954
*
```

The computed natural (NBO) charges, all in e, follow: atom 1 (H): 0.507, atom 2 (H): 0.236, atom 3 (O): -0.763, atom 4 (H): 0.451, atom 5 (O): -0.686, atom 6 (C): -0.166, atom 7 (O): -0.840, atom 8 (O): -0.735, atom 9 (H): 0.473, atom 10 (H): 0.242, atom 11 (H): 0.483, atom 12 (H): 0.488, atom 13 (C): 0.645, atom 14 (C): 0.602, atom 15 (O): -0.691, atom 16 (O): -0.768, atom 17 (H): 0.522